The following is a DFT calculation (wB97M-V/def2-TZVPD) of a single C3H3NO molecule in a non-equilibrium geometry.

The geometry in XYZ format:
```
8
Properties=species:S:1:pos:R:3
N 2.44 0.50 -0.08
C 1.41 -0.03 -0.04
C 0.06 -0.58 0.00
C -0.97 0.55 0.04
O -2.16 0.35 0.07
H -0.13 -1.22 -0.87
H -0.07 -1.21 0.89
H -0.54 1.57 0.02
```

Results
SMILES string: N#CCC=O
Kohn-Sham gap, eV: 11.3
Largest force on an atom, Eh/bohr: 0.0215
E_tot, eV: -6696.2322
Energy relative to the best compared isomer or geometry (same formula, charge and spin), kcal/mol: 5.99
Lowest unoccupied orbital energy, eV: 0.4155



The following is a DFT calculation (wB97M-V/def2-TZVPD) of 2 unconnected molecules or ions with the total composition C3H3NO in a non-equilibrium geometry.

The geometry in XYZ format:
```
8
Properties=species:S:1:pos:R:3
C 0.65 -1.34 0.59
C -0.69 -1.32 0.30
C 0.18 -0.40 -0.33
N 0.72 1.59 -0.42
O -0.40 2.26 -0.46
H 1.41 -1.84 1.12
H -1.69 -1.75 0.41
H -0.18 2.80 -1.22
```

Results
⟨S²⟩: 2.038
2S+1: 3
Kohn-Sham gap (alpha / beta), eV: 7.6 / 9.1
Largest force on an atom, Eh/bohr: 0.0580
E_tot, eV: -6688.0473
Energy relative to the best compared isomer or geometry (same formula, charge and spin), kcal/mol: 105.47
Lowest unoccupied orbital energy (alpha / beta), eV: 0.9649 / 0.5469



Q: Among the records above, which one has the lowest largest force on an atom?
A: number 1



Q: Which value of energy relative to the best compared isomer or geometry (same formula, charge and spin) does entry 2 give?
A: 105.47 kcal/mol



Repeat the second record exactly.
The following is a DFT calculation (wB97M-V/def2-TZVPD) of 2 unconnected molecules or ions with the total composition C3H3NO in a non-equilibrium geometry.

The geometry in XYZ format:
```
8
Properties=species:S:1:pos:R:3
C 0.65 -1.34 0.59
C -0.69 -1.32 0.30
C 0.18 -0.40 -0.33
N 0.72 1.59 -0.42
O -0.40 2.26 -0.46
H 1.41 -1.84 1.12
H -1.69 -1.75 0.41
H -0.18 2.80 -1.22
```

Results
⟨S²⟩: 2.038
2S+1: 3
Kohn-Sham gap (alpha / beta), eV: 7.6 / 9.1
Largest force on an atom, Eh/bohr: 0.0580
E_tot, eV: -6688.0473
Energy relative to the best compared isomer or geometry (same formula, charge and spin), kcal/mol: 105.47
Lowest unoccupied orbital energy (alpha / beta), eV: 0.9649 / 0.5469